Density functional theory data (ωB97M-V/def2-TZVPD) for a 4-piece molecular cluster, C29H50BClN4O14P overall at a distorted geometry.

The geometry in XYZ format:
```
100
Properties=species:S:1:pos:R:3:mulliken_charge:R:1
C -3.77515 -5.35125 1.94480 -0.637
O -2.79136 -5.01578 2.98299 -0.223
C -1.78018 -4.14911 2.48997 -1.300
C -1.37116 -2.90362 3.48325 1.430
P -3.04957 -2.27503 4.00536 1.250
O -3.13826 -0.99787 4.85465 -0.809
O -4.15267 -2.04793 2.69761 -0.580
O -3.96184 -3.36305 4.99193 -0.596
C -0.58491 -3.73814 4.63919 0.259
C -1.28109 -4.62463 5.72832 0.397
C -1.82603 -4.16153 7.11935 -0.495
C -2.47529 -5.06489 8.17912 -0.289
N -2.60352 -6.46007 7.96283 -0.533
C -2.13169 -6.92240 6.71113 -0.243
C -1.45950 -6.17946 5.54691 -0.600
C -0.06866 -2.42626 5.42352 -1.693
C 0.73139 -1.84270 4.10385 0.387
C 2.12741 -2.55070 4.26292 -1.628
N 2.73712 -3.38948 3.20692 -0.326
N -0.26186 -1.95983 2.95025 1.531
C 0.31117 -2.37164 1.59892 -1.524
C 1.47463 -1.58060 0.90502 0.339
C 2.50650 -0.65816 1.63799 -1.047
Cl 2.49221 -2.83379 -0.04670 -0.196
B -0.81833 -0.55728 2.58677 -1.348
O -0.97094 0.49017 3.59680 -0.554
N -1.15647 -0.03921 1.24713 0.654
C -2.41956 -0.49428 0.64212 0.006
C -0.86393 1.41329 1.06742 -0.768
H -4.66784 -4.63017 1.95587 0.211
H -3.31981 -5.38663 0.89599 0.308
H -4.20243 -6.39409 2.15193 0.285
H -2.18077 -3.65877 1.51897 0.644
H -0.86666 -4.81993 2.24959 0.159
H -5.00524 -1.72061 3.06559 0.357
H -3.98346 -3.03205 5.91591 0.353
H 0.19266 -4.46125 4.18189 0.373
H -1.75046 -3.04328 7.39319 0.282
H -2.84035 -4.60641 9.16907 0.318
H -2.25293 -8.05716 6.54243 0.309
H -1.11631 -6.71048 4.59221 0.295
H 0.49803 -2.51557 6.40094 0.462
H -0.78039 -1.55861 5.62791 0.404
H 0.95363 -0.77793 4.49672 0.328
H 2.15297 -3.21933 5.21286 0.340
H 2.92535 -1.74450 4.50659 0.500
H 3.75476 -3.45973 3.40152 0.292
H 2.33731 -4.34813 3.19256 0.196
H 0.70469 -3.45685 1.70072 0.936
H -0.50706 -2.49290 0.78905 0.673
H 1.00999 -0.94929 0.05332 0.315
H 2.92968 0.13621 0.91261 0.367
H 3.44061 -1.18273 2.06899 0.351
H 2.08257 -0.04319 2.52460 0.113
H -1.88724 0.84057 3.57692 0.372
H -2.53523 -1.63743 0.68359 0.036
H -3.31747 0.05699 1.11716 0.285
H -2.41549 -0.21461 -0.47481 -0.252
H -1.68223 2.02322 1.60146 0.337
H -0.77135 1.70018 -0.03123 -0.052
H 0.12088 1.70908 1.59433 0.277
C -2.52713 3.81134 -3.17528 -1.546
C -1.52049 2.71041 -3.42314 0.717
C -1.66345 2.02215 -4.74449 -0.395
O -1.03266 0.76790 -4.48708 -0.315
C -1.21185 0.52003 -3.16004 0.559
O -0.97624 -0.53192 -2.63043 -0.522
O -1.69616 1.62010 -2.51611 -0.278
H -2.54211 4.08533 -2.11733 0.376
H -2.28271 4.69839 -3.76401 0.358
H -3.54124 3.49396 -3.43395 0.358
H -0.50625 3.09960 -3.27825 0.189
H -1.16548 2.55001 -5.55045 0.180
H -2.70268 1.82660 -5.02784 0.352
C 3.44892 3.04806 -8.61978 -1.380
C 2.67457 2.91516 -7.32933 0.505
C 1.61104 1.85926 -7.34401 -0.630
O 0.73780 2.31587 -6.31120 -0.227
C 0.86285 3.67738 -6.28963 0.628
O 0.13898 4.41309 -5.67506 -0.563
O 1.90901 4.08517 -7.05588 -0.326
H 4.00809 3.98638 -8.63389 0.291
H 4.15106 2.21915 -8.73841 0.387
H 2.78404 3.06334 -9.48800 0.343
H 3.37134 2.77441 -6.49446 0.226
H 1.99657 0.86419 -7.11808 0.346
H 1.04155 1.82237 -8.27747 0.327
C 2.50378 7.90527 -3.79750 -1.535
C 3.30763 6.82649 -4.48899 0.728
C 4.78580 6.89695 -4.24723 -0.531
O 5.29649 6.19528 -5.37856 -0.323
C 4.39140 6.38905 -6.38286 0.674
O 4.58470 6.10234 -7.53110 -0.563
O 3.24684 6.95298 -5.90660 -0.340
H 1.49649 7.95940 -4.21700 0.378
H 2.42724 7.70497 -2.72594 0.393
H 2.95595 8.89172 -3.93253 0.354
H 2.90297 5.84106 -4.22855 0.141
H 5.08851 6.41214 -3.31786 0.316
H 5.18598 7.91520 -4.27050 0.308
```

Properties
Total charge ... +1
HOMO ... -11.50 eV
HOMO-LUMO gap ... 8.750 eV
2S+1 ... 1

---

Density functional theory data (ωB97M-V/def2-TZVPD) for a 2-piece molecular cluster, C29H50F9N4O9P2S overall at a distorted geometry.

The geometry in XYZ format:
```
104
Properties=species:S:1:pos:R:3:mulliken_charge:R:1
C 3.96808 3.48529 -2.14727 -1.060
C 2.74482 4.31415 -1.70835 0.676
C 1.85751 4.80324 -2.86164 -0.886
C 0.34135 4.64520 -2.66877 -0.589
C -0.21128 4.84456 -1.23564 -1.168
C -0.98383 3.62876 -0.68598 -0.319
C -0.19601 2.82259 0.34581 -0.930
C -0.70188 1.36660 0.54973 -1.176
C 0.42203 0.31959 0.51659 -0.983
C 0.12444 -0.95338 -0.32661 1.049
O -0.41465 -0.55038 -1.59103 -0.450
N 0.55753 0.13831 -2.38562 0.042
O 0.16292 1.16390 -2.73447 -0.256
C 1.44716 -1.68989 -0.43648 -2.878
N 1.30592 -3.16068 -0.63132 1.021
C 2.63789 -3.82095 -0.94203 -0.616
C 3.81704 -3.42159 -0.04831 -1.142
C 4.97684 -2.70785 -0.77590 0.528
C 5.41641 -3.41484 -2.04647 -1.656
C 4.74689 -1.21073 -0.99995 -1.547
P 0.13210 -3.51612 -2.06666 0.650
C 0.41314 -5.29660 -2.38757 -1.061
O 0.81278 -2.78474 -3.36653 -0.576
C 0.66486 -3.71956 0.59346 -2.733
C -0.48187 -2.85618 1.15853 2.638
C -0.11349 -2.46812 2.60636 -2.226
C -1.13577 -1.56489 3.29940 -0.350
C -1.27746 -1.79405 4.79481 0.124
F -1.44393 -3.14762 4.98093 -0.302
F -2.40284 -1.21658 5.29239 -0.343
C -0.04178 -1.46324 5.68684 0.609
F 0.95542 -2.35163 5.42784 -0.241
F -0.41473 -1.65477 6.98062 -0.272
S 0.66359 0.29564 5.54758 1.391
F 0.18834 0.69371 6.99312 -0.306
F 2.03329 -0.21734 6.17162 -0.325
F 1.22398 -0.07595 4.09255 -0.293
F -0.68799 0.83975 4.93621 -0.317
F 1.29219 1.72318 5.36249 -0.302
P -1.97808 -3.99043 1.27434 0.466
N -1.91870 -4.91145 2.50798 -0.810
O -2.02689 -4.85695 -0.08532 -0.548
O -3.24835 -3.02778 1.15092 -0.567
N -0.89539 -1.74428 0.31044 -0.387
H 4.14842 3.50858 -3.21717 0.363
H 4.86394 3.87934 -1.67213 0.333
H 3.90010 2.45620 -1.79922 0.069
H 2.19793 3.75809 -0.95542 -0.465
H 3.12990 5.19429 -1.19748 0.307
H 2.12515 4.20438 -3.73345 0.389
H 2.11042 5.82229 -3.13680 0.327
H -0.13498 5.39140 -3.30175 0.335
H -0.01395 3.69110 -3.04344 0.271
H -0.95141 5.64020 -1.29949 0.458
H 0.53309 5.19103 -0.52360 0.544
H -1.86329 4.02394 -0.17892 0.313
H -1.37390 3.02477 -1.50131 0.600
H -0.27956 3.34310 1.29595 0.467
H 0.86775 2.76065 0.12409 -0.029
H -1.53911 1.13583 -0.10282 0.743
H -1.09610 1.34464 1.56608 0.204
H 1.37250 0.72632 0.16019 0.947
H 0.60733 -0.01220 1.53464 0.028
H 2.08349 -1.32340 -1.23407 1.307
H 1.98495 -1.50690 0.48747 0.295
H 2.46118 -4.88238 -0.80253 0.606
H 2.82342 -3.68171 -2.00205 0.460
H 4.25099 -4.34610 0.32620 0.515
H 3.52614 -2.86003 0.83559 0.328
H 5.81144 -2.79160 -0.07994 0.439
H 6.28589 -2.88572 -2.43256 0.464
H 5.72660 -4.44213 -1.88170 0.387
H 4.67663 -3.34591 -2.84203 0.356
H 4.20651 -0.73681 -0.18755 0.283
H 4.26982 -1.04288 -1.96771 0.319
H 5.71880 -0.73230 -1.08482 0.591
H 1.30828 -5.43626 -2.99193 0.370
H -0.46428 -5.70801 -2.86726 0.407
H 0.61187 -5.80469 -1.44658 0.349
H 1.52767 -2.18509 -3.12244 0.375
H 0.39278 -4.74710 0.38224 0.917
H 1.44403 -3.78444 1.35036 0.333
H 0.83427 -1.92668 2.55756 0.500
H 0.09575 -3.37684 3.16019 0.990
H -2.14137 -1.66698 2.89473 0.990
H -0.85794 -0.53617 3.09664 -0.285
H -2.72866 -4.75802 3.09907 0.269
H -1.70310 -5.72639 0.18414 0.388
H -3.40182 -2.84526 0.21151 0.352
H -1.58734 -1.15974 0.75517 0.993
C -5.26282 4.63278 -2.44717 -1.088
C -6.51566 4.50421 -2.90909 0.415
C -7.63302 3.98780 -2.04130 0.956
O -8.74218 3.91682 -2.52896 -0.604
C -7.32154 3.59983 -0.67411 -0.930
C -6.06996 3.72767 -0.21839 0.298
C -4.96176 4.26624 -1.07892 0.936
O -3.85110 4.36282 -0.58116 -0.548
O -5.71093 3.39350 1.01694 -0.598
O -6.86318 4.81751 -4.14559 -0.566
H -4.45365 5.00396 -3.06022 0.497
H -8.12642 3.21629 -0.06332 0.438
H -4.75962 3.59512 1.08327 0.350
H -7.82003 4.63516 -4.21625 0.360
```

Properties
Total charge ... +1
HOMO ... -11.26 eV
ΔE to the lowest compared entry with this formula, charge and spin ... 0.0 kJ/mol
HOMO-LUMO gap ... 8.137 eV
2S+1 ... 1

---

Density functional theory data (ωB97M-V/def2-TZVPD) for C29H50IrNOP2 as an isolated structure at a distorted geometry.

The geometry in XYZ format:
```
84
Properties=species:S:1:pos:R:3:mulliken_charge:R:1
Ir 0.81618 -0.10906 0.42323 0.794
C -0.42396 -2.39149 0.87526 0.045
C -0.75779 -2.66763 -0.46720 0.836
C 1.49634 -2.07384 -0.41954 0.075
C 1.02059 -2.09976 0.97835 2.088
C 0.39153 -2.48647 -1.26634 -0.169
C -1.27988 -2.67627 2.04549 -1.995
H -2.31211 -2.30335 1.92033 0.358
H -0.85668 -2.25654 2.97116 0.345
H -1.32922 -3.77404 2.17001 0.407
C 1.86888 -2.54395 2.13131 -1.365
H 1.28518 -2.66657 3.04208 0.540
H 2.65883 -1.82388 2.32535 0.115
H 2.34365 -3.50194 1.89180 0.323
C 2.92421 -2.14652 -0.83556 -0.868
H 3.16952 -3.18941 -1.08481 0.495
H 3.58412 -1.81508 -0.02560 -0.246
H 3.10728 -1.51792 -1.72277 0.228
C 0.49440 -2.71321 -2.72644 -1.766
H 0.61524 -3.77961 -2.97597 0.369
H 1.37106 -2.19431 -3.13343 0.419
H -0.40523 -2.35963 -3.25017 0.293
C -2.09483 -3.14940 -0.92393 -1.375
H -2.22815 -4.22720 -0.75803 0.382
H -2.24156 -2.96875 -1.98898 0.389
H -2.88897 -2.64330 -0.36909 0.193
C -2.92603 1.46523 -0.76919 0.399
C -3.45092 0.26963 -0.43190 0.349
C -4.71749 -0.23803 -1.07052 -1.225
C -4.65723 -0.71659 -2.54740 -1.185
C -3.32585 -0.55305 -3.24714 -0.328
C -2.84594 0.64264 -3.57475 -0.419
C -3.60375 1.91264 -3.26848 -0.972
C -3.61212 2.35218 -1.77566 -1.242
H -5.49713 0.54100 -1.00706 0.445
H -5.44488 -0.18528 -3.11074 0.425
H -5.07647 -1.09321 -0.47684 0.416
H -4.66914 2.47736 -1.48602 0.436
H -2.04568 1.88696 -0.27408 0.129
H -3.04702 -0.35256 0.37623 0.105
H -3.14261 3.34610 -1.73307 0.363
H -3.16281 2.72613 -3.86565 0.396
H -1.92323 0.77721 -4.14404 0.550
H -4.65063 1.82106 -3.60653 0.385
H -4.93291 -1.78271 -2.58175 0.304
H -2.82844 -1.49116 -3.51010 0.758
P -0.22435 0.83313 2.28030 1.161
C 0.77806 0.13697 3.65986 -0.977
H 0.64085 0.78435 4.53591 0.595
H 1.84175 0.11670 3.38139 0.009
H 0.43074 -0.87533 3.90395 0.303
C 0.09510 2.63727 2.40936 -0.831
H -0.02633 2.93230 3.46451 0.492
H -0.62868 3.18003 1.78320 0.414
H 1.12057 2.86476 2.09107 -0.040
C -1.93125 0.72427 2.98130 -1.342
H -2.62895 1.32738 2.37903 0.379
H -1.90269 1.12201 4.01435 0.528
H -2.27208 -0.32139 3.01399 0.336
P 1.24334 1.29361 -1.57990 1.439
C 1.36357 0.52954 -3.25734 -1.448
H 1.42901 1.33693 -4.00858 0.532
H 0.49880 -0.11230 -3.47261 0.092
H 2.30452 -0.04925 -3.29899 0.461
C 0.49047 2.95984 -1.77135 -1.084
H -0.39042 2.91741 -2.43242 0.272
H 1.25735 3.62616 -2.20905 0.549
H 0.20778 3.34560 -0.77912 0.230
C 3.02929 1.79875 -1.52070 -1.620
H 3.24247 2.33713 -2.45210 0.638
H 3.66444 0.90303 -1.46465 0.261
H 3.19068 2.44800 -0.65109 0.391
O 2.75822 0.30085 0.53134 -0.280
N 3.46967 0.76760 1.58300 0.158
C 4.23076 -0.14102 2.22930 -0.159
C 4.72929 0.18655 3.46798 -0.660
C 4.57495 1.48778 3.94443 -0.864
C 3.97811 2.46387 3.12530 -0.909
C 3.39079 2.07210 1.92684 -0.313
H 4.39998 -1.10989 1.74910 0.509
H 5.14561 -0.60704 4.08892 0.446
H 4.91571 1.76066 4.95135 0.363
H 3.94105 3.51827 3.41401 0.433
H 2.87344 2.77695 1.26632 0.540
```

Properties
Total charge ... +2
HOMO (spin up / spin down) ... -10.58 / -13.90 eV
ΔE to the lowest compared entry with this formula, charge and spin ... 0.0 kJ/mol
HOMO-LUMO gap (spin up / spin down) ... 6.201 / 4.661 eV
2S+1 ... 7

---

Density functional theory data (ωB97M-V/def2-TZVPD) for a 3-piece molecular cluster, C29H51F3N2O3S overall.

The geometry in XYZ format:
```
89
Properties=species:S:1:pos:R:3:mulliken_charge:R:1
C 4.61091 -2.40952 -0.54840 -1.163
C 4.39067 -1.10721 0.21543 -0.193
C 4.31303 0.11922 -0.69864 -0.727
C 3.62421 1.32114 -0.02974 -1.249
C 2.15254 1.59905 -0.46516 0.260
C 1.36453 1.84236 0.80531 -0.195
O 1.32994 2.81896 1.49054 -0.610
O 0.69516 0.67889 1.11586 -0.375
C 0.19205 0.16601 -0.13367 0.859
C -1.05013 0.96134 -0.54607 -1.670
C -2.31737 0.78412 0.27832 -0.382
O -3.27922 1.60912 -0.36549 -0.573
C -2.23527 1.20960 1.74390 0.803
F -1.65115 0.26789 2.50078 -0.239
F -3.47617 1.38270 2.23778 -0.341
F -1.57070 2.35622 1.90664 -0.184
C -0.11779 -1.30292 0.02273 0.210
C 0.22021 -1.95886 1.19856 -0.124
C -0.10251 -3.30462 1.36706 -1.014
C -0.76676 -3.99090 0.36767 -0.573
C -1.08983 -3.35421 -0.81149 -0.963
C -0.76123 -2.01919 -0.97951 -0.056
C 1.41885 0.40155 -1.07925 0.901
S 1.12318 0.67537 -2.85616 -0.276
H 5.62222 -2.44290 -0.95626 0.369
H 3.90893 -2.49895 -1.37808 0.051
H 4.49887 -3.27090 0.10771 0.386
H 3.48558 -1.17825 0.82541 0.096
H 5.21760 -0.96102 0.91373 0.493
H 3.83365 -0.15645 -1.63667 0.345
H 5.33175 0.42480 -0.94315 0.530
H 4.20491 2.22323 -0.20782 0.365
H 3.63162 1.16604 1.05014 0.549
H 2.06925 2.48696 -1.08681 0.794
H -0.83881 2.03252 -0.58951 0.479
H -1.33612 0.67693 -1.55381 0.519
H -2.65766 -0.25354 0.28556 0.462
H -4.15375 1.24497 -0.20757 0.380
H 0.71431 -1.40805 1.98171 0.621
H 0.14723 -3.80592 2.29062 0.474
H -1.03832 -5.02655 0.51643 0.425
H -1.61237 -3.87171 -1.60430 0.495
H -1.03404 -1.53258 -1.90848 0.284
H 1.99639 -0.51462 -1.01737 -0.414
H -0.08189 0.12958 -3.02497 0.161
C 1.83257 -5.91889 -7.10945 -1.451
C 1.91564 -4.88922 -5.99299 -0.278
N 0.64994 -4.68504 -5.31178 0.195
C 0.63726 -3.51559 -4.45361 -1.151
C 1.56684 -3.49706 -3.23465 0.298
C 0.02923 -5.87936 -4.76462 -0.679
C 0.82782 -6.70456 -3.74607 -0.926
H 1.04056 -5.66129 -7.81362 0.339
H 2.77792 -5.94954 -7.65224 0.440
H 1.64303 -6.92362 -6.73052 0.295
H 2.20443 -3.92766 -6.42568 0.446
H 2.73050 -5.17528 -5.30830 0.232
H -0.39378 -3.35778 -4.11890 0.236
H 0.87734 -2.64980 -5.07951 0.446
H 1.20857 -4.14790 -2.43741 -0.075
H 1.58770 -2.48460 -2.82078 -0.468
H 2.58145 -3.79569 -3.49906 0.584
H -0.23813 -6.53108 -5.59956 0.397
H -0.92349 -5.57800 -4.32102 0.323
H 1.86082 -6.85066 -4.06464 0.240
H 0.37605 -7.69272 -3.63975 0.384
H 0.84080 -6.24472 -2.75867 0.213
C -4.40359 5.59643 6.90338 -1.444
C -3.26939 5.12884 6.00350 -0.312
N -3.49344 5.42789 4.60191 0.138
C -2.57609 4.73714 3.70959 -0.530
C -1.08556 5.08987 3.78949 -0.835
C -3.75779 6.82179 4.29285 -0.719
C -2.70659 7.86353 4.70141 -0.969
H -5.35824 5.19574 6.55996 0.332
H -4.23196 5.24887 7.92302 0.434
H -4.47980 6.68370 6.93933 0.298
H -3.18244 4.04229 6.08806 0.424
H -2.32206 5.54315 6.38594 0.252
H -2.92324 4.88665 2.68375 0.310
H -2.68766 3.66739 3.90297 0.213
H -0.86982 6.06008 3.34274 0.216
H -0.50191 4.34707 3.24336 0.274
H -0.72521 5.09903 4.81921 0.240
H -4.70743 7.09543 4.75958 0.398
H -3.93731 6.88920 3.21704 0.359
H -2.34613 7.69744 5.71761 0.248
H -3.14785 8.86190 4.67021 0.376
H -1.84609 7.86699 4.03444 0.270
```

Properties
SMILES string ... CCCC[C@@H]1C(=O)O[C@](C[C@H](O)C(F)(F)F)(c2ccccc2)[C@H]1S.CCN(CC)CC.CCN(CC)CC
HOMO ... -7.74 eV
HOMO-LUMO gap ... 8.124 eV
2S+1 ... 1